1.
A molecular structure, C43H37IrN12O4S. Source: OMol25; level of theory: the ωB97M-V functional and the def2-TZVPD basis.

Calculated values
Spin multiplicity: 2
Energy relative to the best compared isomer or geometry (same formula, charge and spin), kJ/mol: 0.0
Total charge: +1
Gap between HOMO and LUMO (alpha / beta), eV: 7.14 / 6.65
<S²>: 0.790

Each line ends with the Löwdin charge.
Geometry (Å):
1 Ir 1.140 1.873 -0.022  1.335
2 S 0.626 3.071 2.938  0.811
3 O 4.756 3.694 -0.442  0.107
4 O -1.593 4.716 -2.983  0.118
5 O -1.916 -5.198 0.763  0.153
6 O 0.957 1.872 3.702  -0.541
7 N -2.183 -4.870 2.921  0.133
8 N 2.363 -1.634 1.988  0.168
9 N -3.533 0.121 0.937  -0.028
10 N -1.036 1.013 0.232  -0.013
11 N 3.101 2.137 -0.143  -0.082
12 N 2.593 -1.897 0.685  -0.083
13 N -1.187 2.929 -1.603  0.162
14 N 1.522 -0.019 0.708  -0.070
15 N -2.566 0.235 1.906  0.106
16 N 1.284 3.831 -1.088  0.043
17 N 0.692 3.085 1.443  -0.528
18 N -0.885 -5.316 2.702  0.132
19 C -5.979 -2.403 0.495  -0.040
20 C 5.544 -0.532 -0.899  -0.054
21 C -4.941 -1.873 1.252  -0.196
22 C -0.919 4.137 -2.159  -0.444
23 C 1.996 6.449 -1.824  0.003
24 C -1.401 0.667 1.441  -0.237
25 C 2.524 4.319 -0.902  -0.172
26 C -3.951 -4.061 1.387  -0.130
27 C 2.913 5.601 -1.236  0.036
28 C 4.567 0.822 1.342  -0.208
29 C 2.088 -0.938 -0.072  -0.107
30 C 3.340 -3.084 0.270  -0.057
31 C 4.588 0.460 -1.069  -0.233
32 C -6.002 -3.757 0.186  -0.048
33 C 1.347 -4.478 0.878  0.030
34 C -4.523 0.361 -1.270  -0.073
35 C -3.952 -2.716 1.734  0.036
36 C 5.516 -0.191 1.475  -0.033
37 C 0.427 4.643 -1.740  -0.153
38 C -1.546 0.190 -2.004  -0.002
39 C 1.869 -6.288 -1.145  -0.053
40 C -0.764 -5.472 1.433  -0.302
41 C 2.453 -4.289 0.068  -0.186
42 C 0.475 -5.535 0.647  -0.134
43 C 4.096 1.120 0.066  -0.228
44 C -4.810 -0.392 1.500  -0.035
45 C -3.375 0.394 -0.308  -0.106
46 C -3.456 3.268 -0.844  -0.116
47 C 0.731 -6.446 -0.368  -0.007
48 C -4.971 -4.585 0.602  -0.001
49 C -3.249 4.724 -0.544  -0.024
50 C -2.303 2.463 -1.177  -0.134
51 C -5.339 1.603 -1.061  -0.032
52 C 4.125 1.598 2.548  -0.024
53 C -2.740 -4.799 1.767  -0.306
54 C -2.086 0.984 -0.810  -0.381
55 C 3.587 3.365 -0.443  -0.479
56 C 0.745 5.940 -2.110  0.029
57 C 6.002 -0.863 0.370  -0.076
58 C 4.118 0.831 -2.448  -0.030
59 C 1.728 -0.493 1.975  -0.159
60 C -4.808 2.830 -0.826  -0.035
61 C 2.716 -5.206 -0.943  -0.026
62 H -4.962 -5.631 0.326  0.126
63 H -5.633 0.167 1.060  0.121
64 H -4.133 0.345 -2.289  0.129
65 H -2.240 4.934 -0.193  0.088
66 H 5.884 -0.435 2.464  0.122
67 H 3.939 5.878 -1.039  0.132
68 H 4.518 1.804 -2.744  0.094
69 H 4.066 0.958 3.428  0.093
70 H -4.745 -0.154 2.558  0.139
71 H -1.437 -0.859 -1.725  0.099
72 H 0.049 -7.266 -0.553  0.124
73 H -0.651 0.717 2.219  0.071
74 H 2.260 7.463 -2.093  0.125
75 H -0.566 0.596 -2.256  0.065
76 H 4.843 2.394 2.759  0.103
77 H 3.578 -5.073 -1.586  0.118
78 H -3.433 5.336 -1.430  0.101
79 H 5.943 -1.038 -1.771  0.115
80 H 3.028 0.911 -2.516  0.061
81 H -3.949 5.033 0.232  0.096
82 H -5.124 -0.539 -1.152  0.112
83 H 3.157 2.067 2.396  0.024
84 H 4.088 -3.247 1.046  0.143
85 H -6.417 1.504 -1.063  0.119
86 H 3.867 -2.823 -0.646  0.122
87 H -5.523 3.623 -0.638  0.124
88 H 2.086 -6.998 -1.932  0.112
89 H -6.778 -1.758 0.143  0.118
90 H 4.451 0.097 -3.180  0.083
91 H 6.753 -1.633 0.491  0.111
92 H 2.150 -0.923 -1.148  0.150
93 H -2.166 0.265 -2.896  0.089
94 H 1.124 -3.789 1.683  0.116
95 H -6.817 -4.161 -0.399  0.113
96 H -3.143 -2.322 2.336  0.124
97 H 1.424 0.036 2.862  0.092
98 H -0.010 6.511 -2.630  0.130

***

2.
2 unconnected molecules or ions with the total composition C2H3O2S2 at a distorted geometry. Source: OMol25; level of theory: the ωB97M-V functional and the def2-TZVPD basis.

Calculated values
Energy relative to the best compared isomer or geometry (same formula, charge and spin), kJ/mol: 413.6
Total charge: -1
Gap between HOMO and LUMO (alpha / beta), eV: 7.43 / 2.75

Each line ends with the Löwdin charge.
Geometry (Å):
1 S 1.304 -2.160 -0.564  0.751
2 S -2.745 1.481 -0.254  0.442
3 O -2.881 2.279 0.978  -0.711
4 O -3.994 1.437 -1.057  -0.714
5 C 1.914 -1.357 0.870  -0.426
6 C 1.702 -0.432 -0.276  -0.535
7 H 1.107 -1.481 1.611  0.033
8 H 2.683 -0.150 -0.747  0.055
9 H 0.910 0.381 -0.561  0.105

***

3.
2 unconnected molecules or ions with the total composition C8H6O5S2 at a distorted geometry. Source: OMol25; level of theory: the ωB97M-V functional and the def2-TZVPD basis.

Calculated values
Energy relative to the best compared isomer or geometry (same formula, charge and spin), kJ/mol: 36.5
Total charge: -2
Gap between HOMO and LUMO (alpha / beta), eV: 6.14 / 6.28

Each line ends with the Löwdin charge.
Geometry (Å):
1 S 1.364 3.403 0.238  0.507
2 S 2.374 0.754 -2.775  0.574
3 O 2.611 4.208 -0.085  -0.491
4 O 1.551 0.049 -3.798  -0.587
5 O 0.115 3.999 -0.369  -0.487
6 O 1.308 3.191 1.687  -0.475
7 O 3.578 -0.114 -2.539  -0.591
8 C -0.550 -0.041 0.965  -0.031
9 C -2.116 -1.541 2.044  -0.136
10 C -0.923 -2.174 -0.052  -0.090
11 C -1.783 -2.483 0.989  -0.131
12 C 0.555 -0.570 -1.197  -0.182
13 C -1.454 -0.325 1.989  -0.108
14 C 1.328 0.492 -1.236  -0.131
15 C -0.261 -0.969 0.012  -0.245
16 H -0.768 -2.792 -0.962  0.115
17 H -3.056 -1.759 2.738  0.115
18 H 0.505 -1.176 -2.173  0.112
19 H -2.399 -3.462 0.907  0.099
20 H -1.849 0.405 2.700  0.097
21 H -0.129 0.906 0.915  0.068

***

4.
7 unconnected molecules or ions with the total composition C30H43F6IN6O22P at a distorted geometry. Source: OMol25; level of theory: the ωB97M-V functional and the def2-TZVPD basis.

Calculated values
Total charge: +1
Gap between HOMO and LUMO, eV: 8.58

Each line ends with the Löwdin charge.
Geometry (Å):
1 I -1.092 -1.225 3.471  0.944
2 P 1.190 4.569 3.505  0.453
3 F 0.084 -2.817 7.387  0.065
4 F -1.037 5.766 -5.955  0.086
5 F -1.566 -5.306 -3.908  0.052
6 F -4.834 -5.784 -1.844  0.056
7 F -1.701 -5.808 2.567  0.085
8 F 5.940 -1.517 -0.118  0.051
9 O -3.679 -3.077 9.729  0.199
10 O 2.627 4.888 3.463  -0.279
11 O -0.126 -4.741 1.352  0.119
12 O -3.446 -7.379 -2.639  0.125
13 O 1.010 -4.034 -0.466  0.167
14 O -2.525 -3.118 -7.649  0.201
15 O -2.634 -8.962 -4.031  0.192
16 O -2.334 -4.498 -5.869  0.124
17 O 2.328 3.360 -0.727  -0.020
18 O -1.676 -3.315 8.711  0.136
19 O 0.437 5.692 4.342  -0.100
20 O -4.545 5.069 -3.330  0.177
21 O -0.641 -3.131 -6.416  0.077
22 O -3.014 6.714 -3.302  0.044
23 O -1.088 -4.822 -0.670  0.069
24 O 7.631 -2.566 -1.188  0.132
25 O 1.003 3.136 4.194  -0.107
26 O -2.971 5.189 -4.941  0.145
27 O 8.609 -0.809 -2.185  0.074
28 O 9.301 -2.896 -2.675  0.201
29 O -4.101 -7.430 -4.783  0.076
30 O -3.205 -1.910 7.862  0.070
31 N -2.173 3.015 1.277  0.076
32 N 5.607 2.133 0.482  0.033
33 N 0.216 3.090 1.421  0.036
34 N 1.140 2.082 1.277  0.022
35 N -0.832 1.158 0.934  0.199
36 N -2.413 4.371 1.582  0.071
37 C -4.883 -6.421 -4.134  -0.045
38 C -3.603 5.602 -3.814  -0.550
39 C -1.831 6.965 -4.074  -0.046
40 C 2.575 2.203 1.439  -0.045
41 C -0.969 2.469 1.213  -0.289
42 C -4.464 4.642 0.243  -0.001
43 C 0.029 -4.493 0.020  -0.553
44 C -2.933 -2.794 8.861  -0.540
45 C -4.053 -6.132 -2.910  -0.324
46 C 3.256 3.044 0.299  -0.328
47 C -3.326 -8.024 -3.841  -0.550
48 C 0.591 4.441 1.768  -0.095
49 C -1.260 -3.014 7.395  -0.322
50 C 4.398 2.211 -0.317  -0.236
51 C -2.010 -1.740 7.097  -0.099
52 C 0.490 0.959 0.979  -0.282
53 C -3.066 4.996 0.633  -0.325
54 C -0.286 -3.761 -5.182  -0.049
55 C -1.897 -3.534 -6.742  -0.539
56 C -1.517 -4.915 1.568  -0.330
57 C 1.055 -0.402 0.721  -0.101
58 C -2.409 6.104 -0.142  -0.009
59 C 7.260 -1.425 -0.447  -0.318
60 C 1.616 -1.093 1.998  -0.262
61 C -1.997 -5.452 0.247  -0.040
62 C 0.974 -0.665 3.318  -0.597
63 C 7.513 -0.303 -1.422  -0.073
64 C -1.195 -4.964 -5.174  -0.291
65 C -2.150 6.264 -5.372  -0.306
66 C 8.590 -2.165 -2.083  -0.539
67 H 4.010 1.213 -0.547  0.115
68 H -4.688 3.591 0.428  0.081
69 H -1.663 8.032 -4.195  0.144
70 H 4.639 2.679 -1.274  0.127
71 H -1.473 -0.857 7.452  0.145
72 H 2.844 2.643 2.400  0.111
73 H 3.020 1.213 1.425  0.114
74 H 1.474 -2.168 1.907  0.099
75 H -2.695 6.872 -6.095  0.179
76 H 7.772 0.630 -0.931  0.126
77 H 1.841 -0.318 -0.033  0.121
78 H -3.027 -5.183 0.025  0.134
79 H 0.252 -0.983 0.278  0.115
80 H -0.497 -3.084 -4.353  0.144
81 H -1.894 -6.536 0.181  0.154
82 H 2.113 2.552 -1.206  0.101
83 H 2.686 -0.882 2.029  0.108
84 H 6.660 -0.132 -2.082  0.141
85 H 1.473 4.683 1.175  0.098
86 H -2.957 2.400 1.096  0.153
87 H -2.051 6.886 0.529  0.099
88 H -5.864 -6.825 -3.880  0.147
89 H 0.768 -4.026 -5.165  0.144
90 H 5.432 1.735 1.396  0.074
91 H 1.096 6.396 4.448  0.101
92 H -1.505 -3.849 6.736  0.175
93 H -3.285 -5.380 -3.058  0.139
94 H -5.177 5.303 0.736  0.114
95 H 3.640 3.966 0.731  0.145
96 H 1.478 -1.237 4.093  0.050
97 H -0.790 -5.841 -5.681  0.183
98 H -5.012 -5.553 -4.775  0.140
99 H -0.166 5.173 1.518  0.091
100 H -0.967 6.524 -3.573  0.141
101 H -1.623 5.637 -0.739  0.097
102 H -2.233 -1.618 6.040  0.021
103 H -1.959 -3.958 1.852  0.126
104 H 1.119 0.385 3.566  0.032
105 H 6.024 3.048 0.587  0.085
106 H 1.079 3.251 5.152  0.107
107 H -3.141 6.512 -0.833  0.068
108 H -4.594 4.789 -0.833  0.070
109 H 7.855 -1.373 0.467  0.174

***

5.
A molecular structure, C5H7N at a distorted geometry. Source: OMol25; level of theory: the ωB97M-V functional and the def2-TZVPD basis.

Calculated values
Energy relative to the best compared isomer or geometry (same formula, charge and spin), kJ/mol: 757.4
Total charge: 0
Gap between HOMO and LUMO, eV: 9.65

Each line ends with the Löwdin charge.
Geometry (Å):
1 N 3.129 -0.991 0.063  0.134
2 C 2.152 -0.272 0.063  -0.154
3 C -0.153 -0.817 -0.324  -0.234
4 C 0.737 0.107 -0.181  -0.376
5 C 0.482 1.579 0.049  -0.070
6 C -1.756 -0.826 0.075  -0.169
7 H 0.133 1.996 -0.888  0.073
8 H -1.733 -2.040 -0.653  0.132
9 H -1.942 -1.215 1.544  0.174
10 H -2.517 0.480 -0.263  0.179
11 H 0.336 -1.928 -0.153  0.150
12 H -0.313 1.967 0.773  0.114
13 H 1.446 1.961 -0.104  0.047

***

6.
A molecular structure, C3HF2NO at a distorted geometry. Source: OMol25; level of theory: the ωB97M-V functional and the def2-TZVPD basis.

Calculated values
Energy relative to the best compared isomer or geometry (same formula, charge and spin), kJ/mol: 152.3
Total charge: 0
Gap between HOMO and LUMO, eV: 9.94

Each line ends with the Löwdin charge.
Geometry (Å):
1 F -1.636 -0.418 1.526  0.070
2 F -2.335 -1.671 -0.077  0.150
3 O 0.282 -1.211 -1.316  0.113
4 N -2.786 1.512 -1.091  0.200
5 C -2.417 0.575 -0.557  -0.143
6 C 0.035 -0.414 -0.505  -0.065
7 C -1.843 -0.495 0.173  -0.463
8 H 0.619 0.430 -0.026  0.139

***

7.
A single C3H6N2O2 molecule. Source: OMol25; level of theory: the ωB97M-V functional and the def2-TZVPD basis.

Calculated values
Energy relative to the best compared isomer or geometry (same formula, charge and spin), kJ/mol: 432.8
Structure (SMILES): C=C(N)O[C@@H]1NO1
Total charge: 0
Gap between HOMO and LUMO, eV: 9.33

Each line ends with the Löwdin charge.
Geometry (Å):
1 O 1.768 -0.041 -0.358  0.009
2 O -0.139 0.783 0.794  0.022
3 N 1.194 1.025 -1.212  0.113
4 N -1.611 -0.134 -0.741  0.128
5 C -0.802 -1.433 1.171  0.061
6 C 1.075 0.999 0.211  -0.441
7 C -0.845 -0.351 0.398  -0.467
8 H 2.001 1.604 -1.463  0.107
9 H 1.643 1.701 0.820  0.165
10 H -1.980 -0.992 -1.131  0.098
11 H -1.117 0.407 -1.441  0.080
12 H -1.352 -2.332 0.918  0.059
13 H -0.214 -1.417 2.080  0.065